No. 1
ORCA calculation (ωB97M-V/def2-TZVPD) on C22H39NO10P2PtS as an isolated structure.

⟨S²⟩: 2.005
Multiplicity: 3
Maximum force in eV/A: 3.64
E in hartree: -2869.1778

Last column: Mulliken spin population.
Cartesian coordinates (Å):
H: -0.180 1.940 -1.412  0.0670
H: -2.863 -2.121 -1.899  0.0001
C: 3.346 -1.750 2.997  -0.0006
C: -4.017 1.593 1.747  0.0003
H: 1.971 -4.007 2.248  -0.0001
H: -4.694 -1.744 -0.245  0.0000
H: 3.257 -4.764 1.303  -0.0001
H: 4.346 -0.328 -0.898  -0.0004
H: -3.089 -0.089 -2.675  0.0003
H: 0.274 5.180 -0.805  0.0074
H: 2.269 -1.646 3.105  0.0000
H: -2.442 4.551 1.212  0.0006
H: 2.960 0.381 -3.516  0.0003
O: -0.766 0.303 0.486  0.1232
H: 5.485 -1.480 -2.803  0.0001
C: 0.798 4.880 0.108  0.0044
O: 0.913 2.743 2.921  0.1045
H: 0.653 -2.930 -0.538  -0.0005
C: 3.624 0.606 -2.685  0.0022
H: -0.851 0.006 -3.698  0.0001
H: -4.594 3.399 0.749  0.0001
O: 2.912 5.555 -0.796  0.0255
C: -0.974 0.354 -2.661  -0.0104
H: -4.181 -3.182 0.643  0.0000
H: 3.457 -4.536 3.045  0.0000
O: 3.300 -2.290 0.579  0.0025
H: 3.923 -2.099 -3.359  0.0000
H: 4.574 -2.616 -1.799  0.0000
C: 3.048 -4.102 2.139  0.0001
C: -2.118 -3.928 -1.013  0.0002
O: 2.302 0.022 0.937  0.0385
H: -2.689 1.604 -2.985  -0.0003
C: -2.630 3.551 1.573  0.0028
H: -6.154 1.403 1.653  0.0001
H: -2.552 0.957 -1.343  0.0009
H: -0.240 2.317 -3.144  0.0049
C: 3.679 -2.735 1.891  0.0014
Pt: 1.123 1.893 0.554  1.2599
H: 4.770 -2.848 1.823  0.0000
H: 3.760 -0.769 2.781  -0.0003
C: -5.263 0.861 1.342  -0.0003
S: -0.020 3.679 2.314  -0.0351
H: 4.592 0.905 -3.077  -0.0003
H: -3.181 -0.035 2.853  -0.0004
C: -3.820 2.902 1.317  -0.0008
H: -1.948 -4.337 -0.020  0.0000
P: 2.196 -1.222 0.150  0.0163
N: 0.211 3.747 0.692  0.1333
H: 0.985 1.208 -2.528  -0.0506
H: 3.764 -2.108 3.935  0.0000
C: -0.044 1.530 -2.419  0.0616
O: -0.583 -0.803 -1.894  -0.0056
H: -2.737 -4.621 -1.575  0.0000
H: -5.297 0.773 0.256  0.0001
C: -4.226 -2.720 -0.339  -0.0001
H: -1.036 1.141 3.307  -0.0056
C: 3.789 -0.616 -1.799  -0.0006
H: -5.290 -0.136 1.773  0.0000
C: -1.634 2.899 2.277  0.0454
O: -2.112 -1.698 -0.030  0.0013
P: -0.745 -0.923 -0.316  0.0888
H: 3.217 1.429 -2.099  0.0010
H: 0.840 5.716 0.811  0.0023
C: -2.817 -2.580 -0.905  0.0013
C: 4.490 -1.779 -2.488  -0.0004
H: 0.360 -2.429 1.146  0.0007
H: -4.833 -3.333 -0.999  0.0001
O: 2.625 3.373 -0.460  0.1338
C: 2.305 4.574 -0.432  0.0016
C: 0.590 -2.085 0.139  0.0047
C: -1.832 1.623 2.762  -0.0349
C: -2.426 0.728 -2.399  -0.0028
C: -3.030 0.975 2.501  -0.0032
H: -1.167 -3.820 -1.528  -0.0001
O: 2.475 -1.078 -1.396  -0.0032
O: -0.108 4.986 2.909  0.0171

***

No. 2
ORCA calculation (ωB97M-V/def2-TZVPD) on C29H33N4O2Sr as an isolated structure.

Charge: +1
Maximum force in eV/A: 0.41
E in hartree: -1525.1065

Last column: Mulliken charge in e.
Cartesian coordinates (Å):
C: -3.368 5.867 3.457  -1.6057
H: -4.583 4.995 -5.411  0.4531
H: -0.072 -4.953 2.761  0.3055
H: -6.535 3.775 -4.325  0.4490
C: -2.110 4.754 1.620  0.3455
C: -3.194 2.981 -2.194  0.4823
C: -4.698 2.308 -5.655  -2.2022
C: 2.128 -0.290 -1.811  0.2505
H: -6.256 2.310 -3.379  0.3837
H: -0.010 2.267 2.525  0.5170
H: -3.774 2.177 -6.221  0.4210
H: 2.623 0.374 2.137  0.4708
Sr: 0.040 -0.005 -0.068  2.0108
C: -1.646 -4.969 1.322  -0.4233
C: -3.512 2.400 -3.422  0.3152
C: -2.024 0.630 -2.807  -0.7910
C: -1.940 2.972 0.000  -1.2604
C: -1.198 4.039 2.397  -0.6352
H: -5.127 1.323 -5.464  0.4217
H: -2.334 -2.366 -0.687  0.4702
C: -0.588 -4.390 2.000  -0.7672
H: -1.955 -5.978 1.560  0.4413
C: 1.682 -3.092 3.364  -0.7001
N: -1.743 1.187 -1.633  -0.1933
C: -1.851 -2.962 0.079  -0.1658
H: -2.936 4.388 -5.220  0.3794
H: -5.741 3.881 -2.757  0.3125
C: -1.481 7.057 2.317  -1.5850
O: 2.227 0.571 -0.896  -0.7853
C: -3.906 4.479 -4.729  -1.5428
N: -0.840 -2.393 0.734  0.0426
C: -2.902 1.191 -3.721  -0.4812
H: -5.396 2.848 -6.295  0.4292
H: -4.203 5.171 3.356  0.3759
H: -4.005 7.656 1.527  0.4151
C: 2.771 -2.463 3.943  -0.4540
C: 0.968 -2.434 2.367  0.6065
H: 3.980 -0.676 3.925  0.4090
C: -3.642 6.708 1.131  -2.0934
C: -5.830 3.274 -3.660  -1.5402
H: -3.082 0.676 -4.653  0.5514
N: -1.070 2.301 0.759  -0.3129
H: -1.857 8.018 2.671  0.4506
H: 2.998 -0.444 -2.470  0.4643
H: -0.861 4.408 3.355  0.4398
C: -0.200 -3.093 1.679  0.2936
H: -3.640 3.927 -1.930  0.2721
N: 1.308 -1.202 1.970  0.1524
C: -4.480 3.101 -4.369  1.9120
C: -2.654 6.089 2.118  1.9442
H: -2.694 5.477 4.220  0.3372
C: -2.475 4.191 0.406  0.7224
H: -3.782 5.111 -3.849  0.3109
H: -0.939 7.228 1.385  0.3811
H: -3.761 6.817 3.822  0.4569
H: -0.771 6.689 3.059  0.3381
O: 1.101 -0.989 -2.017  -0.7455
C: -2.313 2.360 -1.326  -0.6613
H: -3.179 6.916 0.163  0.4277
H: 3.337 -2.963 4.717  0.4438
H: -1.517 -0.303 -3.034  0.5451
C: 2.367 -0.607 2.520  -0.2110
C: -0.717 2.836 1.931  -0.8499
H: -3.176 4.708 -0.226  0.4223
H: 1.403 -4.082 3.684  0.3078
C: 3.129 -1.198 3.513  -0.8707
H: -3.119 -4.662 -0.224  0.4132
H: -4.512 6.069 0.967  0.4300
C: -2.294 -4.247 0.337  -0.8472

***

No. 3
ORCA calculation (ωB97M-V/def2-TZVPD) on an isolated molecule of C23H32N4O2.

Maximum force in eV/A: 1.07
Energy above the lowest of the compared OMol25 structures with the same formula, charge and spin in kJ/mol: 193.94
Structure (SMILES): CC[C@@H]1CCCCN1CCCNC(=O)Cn1nc(-c2ccc(C)cc2)ccc1=O

Last column: Mulliken charge in e.
Cartesian coordinates (Å):
H: 7.263 1.661 0.446  0.3660
H: 6.701 -1.954 -1.744  0.3422
N: -1.135 2.312 0.641  -0.0679
H: -1.855 -2.217 -0.684  0.4342
H: -1.375 1.492 1.188  0.3288
C: -4.775 -1.037 0.783  -0.9854
H: -3.046 2.548 -0.103  0.2973
C: 6.632 0.840 0.137  -0.7213
H: 8.733 -0.686 -2.039  0.3638
H: 8.880 0.939 -1.348  0.3667
H: -4.752 -1.273 1.847  0.4933
H: 1.783 2.803 2.109  0.3733
H: -1.859 -0.255 -2.320  0.2418
H: 4.926 1.550 1.216  0.4294
C: 0.903 2.189 1.918  -1.0928
C: -2.714 -3.302 0.951  -1.5003
H: -2.479 2.140 -2.466  0.3892
O: 0.522 3.773 0.135  -0.6630
C: 5.010 -1.252 -0.653  -0.8724
C: 1.084 -1.461 1.222  -0.7098
C: -2.836 -2.331 -0.216  -0.4379
C: 7.153 -0.145 -0.696  0.9424
N: 2.595 0.819 1.075  -1.0779
C: -3.337 -0.947 0.244  0.1863
H: 0.283 2.091 2.813  0.4162
N: 1.362 0.872 1.528  1.0864
H: -3.690 -3.529 1.373  0.4093
H: 9.231 -0.476 -0.360  0.2742
C: -4.411 0.037 -1.691  -0.8263
H: -5.851 1.569 -1.142  0.3168
N: -3.289 0.087 -0.780  0.9322
C: 4.494 -0.270 0.189  0.8826
C: -1.790 1.810 -1.688  -0.7568
C: -5.676 0.509 -0.953  -0.7396
C: 6.320 -1.186 -1.087  -0.7197
H: -0.772 1.959 -2.052  0.5038
C: 2.348 -1.512 0.739  -0.5983
C: 8.580 -0.087 -1.144  -1.4099
H: -6.487 0.260 1.037  0.4614
C: -2.018 2.674 -0.445  -1.0077
C: -5.510 0.277 0.550  -0.8281
O: -0.637 -0.059 2.067  -0.8204
C: 5.325 0.783 0.572  -0.5129
H: 2.785 -2.451 0.437  0.3282
H: -4.566 -0.979 -2.093  0.2663
H: -2.259 -4.236 0.626  0.3967
H: -4.209 0.690 -2.541  0.4151
H: 4.385 -2.063 -0.997  0.3026
H: -6.541 -0.043 -1.324  0.3787
C: -2.000 0.319 -1.388  -0.8657
H: -2.098 -2.867 1.735  0.2942
H: -1.830 3.722 -0.689  0.4279
H: -3.514 -2.742 -0.968  0.2819
H: 0.462 -2.338 1.311  0.5069
H: -5.316 -1.837 0.272  0.3475
H: -4.927 1.089 0.987  0.2333
C: 3.111 -0.310 0.670  0.6812
C: 0.081 2.851 0.786  0.7788
C: 0.504 -0.211 1.641  0.5647
H: -2.674 -0.609 1.050  0.0184
H: -1.229 -0.003 -0.685  0.1541

***

No. 4
ORCA calculation (ωB97M-V/def2-TZVPD) on C24H38N6O2PSTc as an isolated structure.

Charge: +3
⟨S²⟩: 3.807
Multiplicity: 4
Maximum force in eV/A: 7.30
E in hartree: -2235.3582

Last column: Mulliken spin population.
Cartesian coordinates (Å):
H: 2.254 -5.321 -1.625  -0.0005
H: -0.815 1.063 -0.994  -0.0761
H: -1.009 -3.228 1.212  0.0053
H: -2.200 0.744 0.711  -0.0169
H: -1.138 4.625 0.098  0.0014
H: 0.484 -6.192 -0.271  -0.0001
N: -4.248 -1.460 -1.848  0.0228
H: -5.110 -1.333 0.084  -0.0004
C: 2.099 -2.066 0.686  0.0393
C: -3.933 -0.607 -2.978  -0.0042
H: 0.261 -3.773 -1.247  0.0068
C: -3.640 1.236 -1.497  -0.0035
H: 2.088 0.342 3.907  -0.0008
C: -0.114 -2.646 1.346  0.0949
C: 0.217 4.185 3.156  -0.0002
H: 3.048 -4.577 -0.245  -0.0007
H: -0.937 -1.526 2.964  -0.0018
H: -1.047 0.843 -2.014  -0.0735
C: -4.862 -0.713 -0.787  0.0011
C: 0.986 -2.881 0.534  0.0405
N: -3.046 0.457 -2.546  0.0105
H: 2.087 4.099 2.069  0.0008
C: 1.046 -0.896 2.508  0.0369
H: -4.855 -0.182 -3.397  0.0005
C: 2.127 -1.087 1.660  -0.0178
C: 2.974 1.846 -2.448  0.1136
H: -0.696 -5.166 0.527  -0.0005
H: -2.760 -2.896 -2.240  -0.0027
H: 1.652 2.564 2.863  -0.0003
H: -1.825 3.515 1.311  0.0009
H: -2.989 2.048 -1.148  -0.0042
C: 2.310 -4.407 -1.029  -0.0015
C: -3.130 -2.276 -1.415  0.0656
C: -0.083 -1.678 2.326  -0.0463
H: -4.487 0.942 0.319  -0.0006
C: 2.205 0.786 -2.108  -0.0603
H: 2.688 -3.617 -1.679  0.0011
C: -0.940 4.097 1.034  0.0026
S: 0.446 2.925 0.784  0.0264
H: 2.945 -2.195 0.031  0.0095
C: 1.072 0.164 3.551  0.0020
H: 0.888 -5.431 1.249  0.0004
P: -1.876 -1.117 -0.836  0.0474
H: -5.805 -0.253 -1.111  0.0002
H: 0.460 -0.120 4.410  -0.0004
C: -0.537 5.040 2.153  0.0000
H: -0.469 3.479 3.641  0.0001
C: 3.897 1.776 -3.534  -0.0235
C: 0.943 -4.058 -0.426  -0.0168
O: -0.101 1.545 1.004  0.0723
H: 2.999 -0.464 1.766  0.0041
C: 1.257 3.440 2.342  0.0075
H: -1.262 -0.508 -3.110  0.0107
H: -3.496 -1.183 -3.806  -0.0005
C: -1.704 -0.003 -2.244  0.0399
H: 0.678 1.102 3.154  0.0030
C: 2.898 3.081 -1.736  -0.0247
C: -2.762 -0.126 0.357  0.0039
N: 2.234 -0.427 -2.756  0.0272
H: -4.572 1.713 -1.827  0.0000
N: 2.905 4.123 -1.214  0.0564
H: 0.118 5.830 1.766  0.0000
H: 2.360 -1.084 -1.982  -0.0065
N: 4.670 1.792 -4.406  0.0725
H: 1.241 -0.606 -2.922  -0.0068
H: -3.098 -0.689 1.234  -0.0032
H: 0.682 4.791 3.939  0.0003
H: -1.410 5.522 2.602  0.0002
Tc: 0.000 0.000 0.000  2.3526
N: -3.964 0.371 -0.348  0.0062
C: 0.366 -5.279 0.304  0.0120
H: -3.438 -2.969 -0.625  -0.0040
O: 1.343 0.597 -1.222  0.2001